{"formula": "C19H40OP2W", "method": "ωB97M-V/def2-TZVPD", "spin_multiplicity": 3, "charge": 2, "s_squared": 2.01, "e_tot_ev": -42784.0618, "elements": ["P", "P", "C", "C", "H", "H", "H", "H", "C", "H", "H", "H", "C", "H", "H", "H", "C", "H", "H", "H", "C", "H", "H", "H", "W", "C", "C", "C", "C", "C", "C", "C", "C", "C", "H", "H", "H", "H", "H", "H", "H", "H", "H", "H", "H", "H", "H", "H", "H", "C", "C", "C", "C", "O", "H", "H", "H", "H", "H", "H", "H", "H", "H"], "xyz": [[2.735572, 2.823787, -0.239498], [-1.942855, -0.291577, -1.611061], [-0.615134, 2.395293, -1.507505], [-0.897114, 1.088055, -2.313735], [-1.506769, 3.043272, -1.571626], [-0.474390, 2.175816, -0.440908], [-1.420619, 1.353760, -3.246770], [0.046882, 0.604441, -2.613349], [-2.322863, -1.509279, -2.864806], [-2.943328, -2.318941, -2.453286], [-1.395534, -1.939461, -3.274288], [-2.875080, -1.022994, -3.681651], [-3.383963, 0.387206, -0.796242], [-3.916104, 1.043228, -1.500602], [-3.097997, 0.977072, 0.087224], [-4.069609, -0.417151, -0.487804], [4.479836, 3.067811, -0.692890], [5.061134, 2.186089, -0.390345], [4.870684, 3.960098, -0.186539], [4.580037, 3.204318, -1.776304], [2.628116, 3.567923, 1.423117], [1.597026, 3.887958, 1.617164], [3.289490, 4.440227, 1.485837], [2.919313, 2.825017, 2.177721], [0.827226, 3.842103, -2.102626], [0.537891, 3.749086, -4.053569], [1.989802, 3.605259, -3.663376], [2.910871, 4.787899, -3.874268], [2.655454, 5.953243, -2.867329], [1.626753, 5.620180, -1.802671], [0.156032, 5.694903, -2.151178], [-0.238434, 6.140615, -3.537165], [0.049182, 5.060365, -4.628417], [2.573931, 1.039173, 0.103521], [0.089827, 2.851829, -4.475890], [2.420048, 2.623924, -3.853676], [2.845367, 5.160995, -4.912368], [3.959897, 4.457451, -3.767447], [3.611674, 6.188884, -2.365045], [2.391241, 6.879619, -3.409391], [1.870632, 5.943058, -0.791877], [-0.473627, 6.049960, -1.336382], [0.233653, 7.103057, -3.810278], [-1.323072, 6.353256, -3.545843], [-0.898784, 4.874992, -5.166332], [0.731347, 5.452203, -5.405360], [2.753809, 0.850327, 1.172860], [3.296419, 0.473231, -0.501742], [1.560301, 0.690586, -0.147165], [-1.790737, -3.219416, -0.021662], [-1.148572, -1.956563, 0.535086], [-1.978784, -1.377265, 1.671119], [0.269955, -2.232465, 1.005116], [-0.975503, -0.936315, -0.542097], [-1.793423, -3.988406, 0.762888], [-1.214611, -3.609656, -0.871743], [-2.835225, -3.054429, -0.321310], [-1.932372, -2.062214, 2.529251], [-1.580184, -0.403583, 1.988867], [-3.034479, -1.264403, 1.390067], [0.883888, -2.608620, 0.175765], [0.730559, -1.318152, 1.403928], [0.260659, -2.989879, 1.799720]], "forces_ev_per_a": [[-0.60, 0.27, -0.49], [1.44, 0.50, 1.08], [-1.69, -0.84, 0.50], [-0.22, -0.02, -0.36], [-0.13, -0.20, 0.14], [0.06, -0.10, 0.00], [0.21, -0.07, 0.12], [-0.32, -0.12, 0.07], [-0.28, 0.13, -0.44], [0.21, 0.34, -0.08], [-0.25, 0.22, 0.23], [0.09, -0.16, 0.15], [-0.50, 0.04, -0.25], [0.07, -0.16, 0.16], [0.07, -0.24, -0.35], [0.23, 0.26, -0.13], [0.25, -0.02, -0.21], [-0.05, 0.33, -0.04], [-0.06, -0.26, -0.18], [0.05, -0.08, 0.25], [-0.30, 0.14, 0.08], [0.24, -0.05, 0.13], [-0.22, -0.17, 0.03], [-0.01, 0.31, -0.16], [0.90, -5.59, 4.30], [1.31, -1.29, -3.04], [0.06, -0.44, -3.64], [0.86, -0.05, -0.24], [0.74, 0.10, 0.20], [-1.01, 5.04, 0.80], [1.11, 3.54, 1.04], [-0.79, 0.28, -0.54], [-0.75, 0.31, -0.54], [-0.23, -0.35, -0.10], [-0.02, 0.02, -0.09], [0.07, -0.08, 0.11], [-0.17, -0.19, 0.40], [-0.53, 0.03, 0.04], [-0.49, -0.17, -0.13], [-0.21, -0.44, 0.25], [-0.02, -0.12, 0.06], [-0.04, -0.12, 0.09], [0.02, -0.45, 0.28], [0.49, -0.18, 0.15], [0.47, -0.05, 0.28], [-0.04, -0.25, 0.47], [0.05, -0.03, -0.41], [-0.24, 0.12, 0.19], [0.30, 0.05, 0.12], [0.05, -0.05, -0.16], [-0.10, -0.42, 0.44], [-0.12, 0.23, -0.01], [0.27, 0.05, -0.13], [-0.14, 0.28, -0.25], [-0.02, 0.22, -0.22], [-0.18, 0.07, 0.19], [0.23, -0.05, 0.08], [-0.03, 0.20, -0.26], [-0.10, -0.25, -0.05], [0.27, -0.03, 0.14], [-0.13, 0.08, 0.22], [-0.12, -0.24, -0.09], [-0.03, 0.21, -0.22]], "lowdin_charge": [0.802, 0.835, -0.347, -0.302, 0.061, 0.039, 0.088, 0.091, -0.137, 0.067, 0.087, 0.079, -0.142, 0.080, 0.078, 0.074, -0.234, 0.062, 0.058, 0.034, -0.248, 0.045, 0.054, 0.056, 1.414, -0.332, -0.355, -0.167, -0.152, -0.347, -0.327, -0.163, -0.156, -0.254, 0.106, 0.120, 0.127, 0.113, 0.125, 0.129, 0.114, 0.125, 0.129, 0.126, 0.125, 0.126, 0.056, 0.060, 0.014, -0.027, -0.590, -0.026, -0.022, -0.252, 0.112, 0.101, 0.084, 0.111, 0.099, 0.078, 0.101, 0.084, 0.108]}

---

{"formula": "C19H41FN3O3P", "method": "ωB97M-V/def2-TZVPD", "smiles": "N#C[C@@H](CCCF)[C@@H](C#N)[PH2]=N.CCOCC.CCOCC.CCOCC", "e_tot_ev": -42981.0052, "elements": ["N", "C", "C", "C", "C", "C", "F", "C", "C", "N", "P", "N", "H", "H", "H", "H", "H", "H", "H", "H", "H", "H", "H", "C", "C", "O", "C", "C", "H", "H", "H", "H", "H", "H", "H", "H", "H", "H", "C", "C", "O", "C", "C", "H", "H", "H", "H", "H", "H", "H", "H", "H", "H", "C", "C", "O", "C", "C", "H", "H", "H", "H", "H", "H", "H", "H", "H", "H"], "xyz": [[-6.230936, 1.890156, 0.978485], [-5.375934, 1.535885, 1.769804], [-4.306496, 1.086532, 2.915804], [-3.321851, 0.035744, 2.202786], [-2.480596, -0.916255, 3.192472], [-2.629279, -0.603508, 4.755691], [-3.919183, -1.035441, 5.319874], [-3.595247, 2.389958, 3.543209], [-2.079824, 2.615345, 3.099397], [-0.905481, 2.520302, 2.797938], [-4.507976, 4.045768, 3.282238], [-3.718892, 4.808788, 2.111184], [-4.960704, 0.631495, 3.755077], [-4.004342, -0.668542, 1.577378], [-2.633357, 0.538531, 1.411532], [-1.354362, -0.825040, 2.924216], [-2.768488, -2.024278, 2.996848], [-2.357826, 0.475081, 5.062203], [-1.845740, -1.271255, 5.296481], [-3.570425, 2.221594, 4.695724], [-4.356795, 4.797260, 4.498167], [-5.916592, 3.890437, 3.055394], [-4.397177, 5.026367, 1.360844], [1.083505, -3.802483, 1.702580], [-0.184657, -4.099031, 2.485509], [-1.373769, -3.942937, 1.721023], [-1.498974, -4.770462, 0.570388], [-1.472006, -6.255946, 0.886435], [1.055592, -2.784187, 1.300638], [1.961317, -3.902866, 2.346680], [1.209935, -4.482350, 0.858403], [-0.255480, -3.394783, 3.319014], [-0.148636, -5.098682, 2.929348], [-0.732505, -4.509946, -0.166896], [-2.461946, -4.524494, 0.112746], [-0.526940, -6.560776, 1.340404], [-1.609788, -6.840946, -0.026182], [-2.269807, -6.511328, 1.589783], [1.894476, 3.900804, 1.297176], [0.978930, 3.834123, 0.086582], [1.599661, 4.263064, -1.120009], [2.744800, 3.530563, -1.534747], [2.465509, 2.057768, -1.781319], [2.268570, 4.920432, 1.438255], [1.356909, 3.595172, 2.198024], [2.762496, 3.247596, 1.188835], [0.128015, 4.499554, 0.252840], [0.563891, 2.829129, -0.037928], [3.558656, 3.662358, -0.813881], [3.085240, 3.986691, -2.469426], [2.127984, 1.548159, -0.876531], [3.369019, 1.553278, -2.133311], [1.681631, 1.938531, -2.535182], [5.641241, -0.390632, -6.275550], [4.665857, -1.552338, -6.183402], [3.911982, -1.566653, -4.977988], [3.092220, -0.430631, -4.732630], [2.042837, -0.197538, -5.805928], [6.334455, -0.405240, -5.428007], [6.217538, -0.449437, -7.202946], [5.129826, 0.573400, -6.261382], [5.230601, -2.487906, -6.208521], [3.996218, -1.573630, -7.048885], [3.714253, 0.459124, -4.588417], [2.586710, -0.610105, -3.778906], [2.491818, -0.004842, -6.782399], [1.419745, 0.662361, -5.547647], [1.400570, -1.076860, -5.909388]], "forces_ev_per_a": [[4.96, -2.07, 4.51], [-2.92, 1.33, -2.25], [-0.94, 0.48, -1.54], [-0.51, -0.96, -0.71], [-0.01, 0.03, 0.22], [1.36, -1.32, 0.34], [1.83, 1.15, -1.19], [0.92, -0.14, 1.49], [3.57, -1.44, -1.05], [-6.72, 0.67, 1.78], [1.69, 1.48, -1.91], [-1.77, -0.63, 0.42], [1.22, 0.52, -1.50], [1.06, 1.30, 1.10], [-1.25, -0.54, 1.65], [-1.88, -0.08, 0.65], [0.49, 1.93, 0.45], [-0.98, -1.64, -0.55], [-1.41, 1.10, -0.87], [0.18, 0.21, -1.94], [-0.26, -0.99, -0.09], [0.64, -0.44, 0.61], [0.71, -0.04, 0.34], [0.01, 0.06, -0.14], [0.09, -0.01, -0.11], [-0.16, 0.18, 0.09], [0.01, -0.09, -0.02], [0.03, -0.07, 0.14], [0.02, -0.11, 0.09], [-0.10, 0.03, -0.04], [0.05, -0.04, 0.07], [-0.21, -0.01, -0.11], [0.05, -0.04, -0.04], [0.05, -0.06, 0.02], [0.10, 0.14, 0.20], [0.00, -0.01, -0.11], [0.00, 0.06, 0.06], [0.04, 0.03, -0.09], [0.16, 0.05, 0.07], [0.05, 0.02, 0.15], [0.03, 0.11, -0.20], [-0.11, 0.02, 0.05], [-0.09, -0.11, 0.02], [-0.08, -0.10, -0.03], [0.02, 0.05, -0.16], [-0.04, -0.06, 0.03], [0.10, 0.00, -0.21], [0.04, -0.05, 0.06], [0.01, -0.10, 0.04], [-0.19, 0.10, 0.13], [0.10, 0.00, -0.01], [-0.05, 0.05, 0.01], [0.08, 0.03, 0.02], [0.04, 0.12, 0.10], [0.03, 0.09, 0.03], [0.01, -0.14, 0.11], [-0.02, -0.02, -0.08], [-0.02, -0.05, -0.13], [-0.06, -0.04, -0.13], [-0.05, -0.03, 0.09], [0.01, -0.02, -0.09], [-0.17, 0.01, 0.19], [0.00, 0.08, -0.04], [-0.02, 0.05, -0.07], [0.19, -0.16, -0.08], [-0.02, 0.09, 0.05], [0.05, -0.06, 0.01], [0.04, 0.08, 0.05]], "lowdin_charge": [0.116, -0.182, -0.258, -0.173, -0.160, -0.155, -0.124, -0.372, -0.175, 0.163, 0.714, -0.312, 0.150, 0.127, 0.131, 0.126, 0.119, 0.108, 0.126, 0.114, 0.002, 0.013, -0.030, -0.076, -0.280, -0.183, -0.275, -0.080, 0.082, 0.080, 0.066, 0.108, 0.107, 0.107, 0.119, 0.066, 0.079, 0.083, -0.090, -0.285, -0.163, -0.280, -0.086, 0.082, 0.041, 0.063, 0.119, 0.097, 0.105, 0.118, 0.066, 0.070, 0.080, -0.082, -0.281, -0.162, -0.287, -0.078, 0.083, 0.077, 0.064, 0.118, 0.104, 0.099, 0.115, 0.065, 0.076, 0.083]}

---

{"formula": "C19H41N9O9PSY", "method": "ωB97M-V/def2-TZVPD", "charge": 2, "e_tot_ev": -73366.3053, "elements": ["Y", "O", "C", "O", "C", "O", "C", "C", "O", "O", "H", "H", "H", "H", "H", "C", "C", "N", "N", "C", "S", "N", "N", "H", "H", "H", "H", "H", "H", "C", "N", "C", "P", "O", "N", "C", "C", "N", "C", "C", "H", "H", "H", "H", "H", "H", "H", "H", "H", "H", "H", "H", "H", "H", "H", "H", "H", "H", "C", "N", "C", "C", "C", "N", "C", "C", "O", "H", "H", "H", "H", "H", "H", "H", "H", "H", "H", "H", "H", "O", "O"], "xyz": [[-0.106080, -0.057734, -0.223307], [1.250143, -0.046825, -4.510745], [0.765805, -0.331374, -3.328086], [1.199676, 0.128545, -2.283936], [-0.403281, -1.277758, -3.395540], [-0.783786, -1.560732, -2.070200], [-2.055285, -2.216795, -1.921574], [-2.580731, -1.991755, -0.502223], [-3.632898, -2.507546, -0.202030], [-1.849421, -1.241668, 0.267949], [2.003771, 0.561974, -4.442503], [-0.111318, -2.179020, -3.942849], [-1.208724, -0.786900, -3.952951], [-1.950890, -3.286285, -2.106944], [-2.775953, -1.804737, -2.631245], [-4.522636, -2.076166, 2.789709], [-3.765769, -0.815749, 2.929150], [-4.231997, 0.394294, 2.752060], [-3.188646, 1.205189, 2.989756], [-2.084693, 0.549906, 3.321493], [-0.546009, 1.275683, 3.742744], [-2.438331, -0.743478, 3.284459], [-1.559947, -1.801313, 3.475869], [-5.575639, -1.836442, 2.669206], [-4.406200, -2.702822, 3.675321], [-4.188360, -2.612722, 1.898992], [-3.287522, 2.208182, 2.927579], [-1.254009, -1.805684, 4.444734], [-2.047244, -2.664062, 3.265857], [5.160427, -1.977175, -0.852735], [3.705173, -1.915868, -0.711765], [3.004924, -2.899348, -1.532413], [3.027454, -1.409465, 0.705851], [1.520836, -1.393963, 0.499916], [3.334015, -2.325523, 2.027692], [2.369435, -3.300669, 2.529268], [4.703923, -2.549497, 2.485330], [3.748770, 0.030512, 0.999529], [3.760539, 0.628408, 2.335854], [3.910718, 1.017402, -0.065523], [5.428031, -1.800982, -1.895685], [5.557802, -2.953221, -0.560653], [5.633228, -1.210216, -0.244355], [3.270518, -3.925657, -1.260507], [3.281846, -2.751295, -2.578628], [1.929505, -2.779189, -1.426169], [1.369603, -3.042722, 2.193088], [2.391276, -3.292334, 3.621009], [2.613224, -4.312178, 2.192852], [5.367659, -1.778250, 2.101270], [5.076097, -3.526110, 2.165841], [4.733568, -2.512564, 3.575695], [3.540562, -0.120688, 3.090304], [3.015012, 1.423850, 2.405736], [4.745068, 1.054298, 2.535776], [3.931791, 0.530180, -1.036451], [4.847576, 1.557408, 0.079253], [3.096657, 1.751339, -0.047092], [-0.079036, 3.538900, -2.730968], [-1.422021, 3.611731, -2.179119], [-2.183949, 4.820276, -2.494989], [-3.302476, 5.014570, -1.495557], [-4.108983, 3.738174, -1.399210], [-3.226722, 2.613896, -1.087502], [-3.853568, 1.404544, -0.571005], [-1.960487, 2.557420, -1.544495], [-1.282922, 1.494633, -1.382470], [0.438311, 4.476489, -2.532471], [-0.112360, 3.384510, -3.812806], [0.472750, 2.728740, -2.267237], [-2.578316, 4.750329, -3.513363], [-1.493599, 5.662739, -2.467301], [-3.940503, 5.839665, -1.807269], [-2.885400, 5.261306, -0.517229], [-4.646976, 3.545705, -2.333267], [-4.849508, 3.810800, -0.603760], [-4.736793, 1.690024, -0.003970], [-3.176117, 0.863711, 0.082785], [-4.168930, 0.733570, -1.374919], [0.349188, 0.762213, 2.492969], [0.009193, 1.503343, 1.290083]], "forces_ev_per_a": [[0.10, -0.07, -0.18], [0.04, -0.06, -0.06], [0.00, 0.02, 0.03], [-0.09, -0.02, 0.09], [0.00, -0.05, 0.00], [-0.06, 0.16, 0.07], [0.07, 0.02, 0.04], [-0.01, 0.00, 0.01], [0.02, -0.01, -0.01], [-0.04, -0.06, 0.03], [0.01, 0.02, 0.04], [0.00, 0.01, 0.00], [0.00, 0.00, 0.01], [0.00, 0.00, 0.00], [0.00, 0.02, 0.01], [0.01, -0.03, -0.01], [0.02, 0.00, 0.05], [-0.02, 0.00, -0.01], [0.05, -0.04, 0.08], [0.00, 0.04, -0.12], [-0.08, 0.01, 0.03], [-0.17, 0.05, 0.00], [0.17, -0.02, 0.10], [0.00, 0.01, 0.00], [0.00, 0.03, 0.02], [-0.02, 0.02, 0.01], [0.01, 0.01, 0.02], [-0.05, -0.04, 0.02], [-0.01, 0.00, -0.08], [0.01, -0.01, -0.02], [-0.01, 0.04, 0.06], [0.01, -0.01, -0.02], [0.06, -0.01, 0.07], [-0.11, 0.24, -0.21], [-0.05, -0.02, -0.06], [0.02, 0.01, 0.03], [-0.01, -0.01, 0.01], [-0.06, -0.05, -0.01], [0.01, 0.02, 0.02], [0.03, 0.02, -0.01], [0.00, 0.00, 0.00], [-0.01, -0.01, 0.00], [0.01, 0.00, -0.01], [0.01, 0.00, 0.01], [0.00, 0.01, 0.00], [-0.01, -0.01, -0.01], [-0.01, 0.00, 0.01], [-0.01, 0.00, -0.01], [0.00, 0.00, -0.01], [0.01, 0.01, 0.01], [0.00, 0.00, -0.01], [0.00, 0.00, 0.00], [0.00, 0.00, 0.00], [-0.01, -0.01, -0.01], [0.00, -0.01, -0.01], [-0.01, 0.01, -0.01], [0.01, -0.01, -0.01], [0.00, -0.01, 0.02], [0.00, 0.00, 0.01], [0.04, -0.01, 0.07], [-0.03, 0.03, 0.00], [0.01, -0.02, 0.01], [0.00, 0.06, -0.01], [0.01, 0.00, -0.01], [0.02, -0.02, -0.03], [-0.07, -0.05, -0.05], [0.14, -0.14, 0.08], [0.00, 0.00, 0.00], [0.00, 0.00, 0.00], [0.00, 0.00, -0.02], [0.01, 0.00, 0.00], [0.01, -0.01, -0.01], [0.00, 0.00, 0.00], [0.00, 0.01, 0.00], [0.00, -0.01, 0.01], [0.00, -0.02, 0.00], [0.00, 0.00, 0.01], [-0.01, 0.00, 0.00], [0.00, 0.01, 0.00], [0.07, -0.17, -0.11], [-0.02, 0.13, 0.02]], "lowdin_charge": [1.583, 0.197, -0.464, 0.022, -0.074, -0.217, -0.046, -0.594, 0.086, -0.166, 0.163, 0.165, 0.162, 0.152, 0.146, 0.024, -0.277, 0.170, 0.076, -0.488, 1.077, -0.058, 0.166, 0.106, 0.100, 0.070, 0.181, 0.124, 0.110, -0.090, -0.299, -0.085, 0.565, -0.389, -0.301, -0.078, -0.087, -0.292, -0.075, -0.085, 0.094, 0.093, 0.076, 0.096, 0.092, 0.062, 0.064, 0.091, 0.093, 0.076, 0.094, 0.095, 0.080, 0.082, 0.098, 0.071, 0.098, 0.085, -0.005, -0.061, -0.132, -0.139, -0.135, -0.060, -0.012, -0.417, -0.116, 0.101, 0.105, 0.068, 0.139, 0.130, 0.130, 0.129, 0.140, 0.127, 0.094, 0.053, 0.109, -0.633, -0.430]}